{"formula": "C8H13FN5O3", "method": "wB97M-V/def2-TZVPD", "mol_weight_g_mol": 246.22, "e_tot_ev": -24809.693, "charge": 1, "homo_energy_ev": -13.1, "orbital_gap_ev": 8.935, "symbols": ["C", "C", "C", "N", "C", "N", "C", "N", "N", "N", "H", "H", "H", "H", "H", "H", "H", "H", "H", "H", "C", "C", "O", "C", "O", "O", "F", "H", "H", "H"], "xyz": [[-1.742, 0.192, 2.303], [-2.284, 0.547, 0.944], [-3.624, 0.044, 0.568], [-1.534, 1.270, 0.148], [-1.066, 0.661, -0.938], [-0.757, 1.326, -2.080], [-0.347, 0.390, -2.921], [0.019, 0.670, -4.181], [-0.361, -0.843, -2.374], [-0.815, -0.657, -1.094], [-0.662, 0.167, 2.191], [-2.124, -0.799, 2.531], [-2.049, 0.930, 3.042], [-4.415, 0.686, 0.955], [-3.768, -0.923, 1.044], [-3.769, -0.064, -0.504], [-0.445, 1.440, -4.622], [0.699, 0.123, -4.672], [-0.112, -1.710, -2.812], [-0.920, -1.403, -0.429], [2.477, 0.027, 0.492], [2.581, 0.303, 1.973], [3.425, -0.733, 2.419], [4.238, -1.071, 1.368], [5.220, -1.710, 1.455], [3.743, -0.556, 0.204], [1.370, 0.190, 2.597], [1.687, -0.694, 0.271], [2.316, 0.927, -0.098], [3.022, 1.269, 2.220]]}